(1)
{
  "formula": "C2H4N2O3S",
  "method": "wB97M-V/def2-TZVPD",
  "symbols": ["N", "S", "O", "C", "O", "C", "N", "O", "H", "H", "H", "H"],
  "coordinates": [[-1.22, -0.85, -1.17], [-1.80, 0.04, -0.21], [-3.19, 0.47, 0.02], [-0.46, 1.40, 0.18], [0.57, 0.67, -0.27], [0.82, -0.49, 0.31], [1.87, -1.19, -0.16], [0.27, -0.78, 1.34], [-0.44, 1.71, 1.25], [-0.64, 2.16, -0.45], [2.03, -2.04, 0.39], [2.18, -1.10, -1.24]],
  "e_tot_ev": -22093.2154,
  "relative_energy_ev": 3.6249,
  "orbital_gap_ev": 9.5465,
  "homo_ev": -10.340
}

(2)
{
  "formula": "C23H38N2O7OsSSi",
  "method": "wB97M-V/def2-TZVPD",
  "symbols": ["Os", "O", "C", "O", "C", "O", "C", "C", "O", "O", "H", "H", "H", "H", "H", "O", "S", "C", "C", "C", "C", "H", "H", "H", "H", "H", "H", "H", "H", "O", "C", "C", "C", "C", "C", "C", "N", "H", "H", "H", "H", "H", "H", "H", "H", "H", "H", "H", "C", "Si", "C", "C", "N", "C", "C", "C", "C", "C", "C", "H", "H", "H", "H", "H", "H", "H", "H", "H", "H", "H", "H", "H", "H"],
  "coordinates": [[0.56, 0.84, 0.12], [-2.62, 2.87, 1.74], [-1.77, 2.11, 1.12], [-0.55, 2.20, 1.25], [-2.45, 1.13, 0.19], [-1.53, 0.16, -0.34], [-1.66, -1.14, 0.26], [-0.95, -1.15, 1.62], [-1.41, -1.81, 2.52], [0.09, -0.38, 1.67], [-2.17, 3.51, 2.31], [-3.26, 0.63, 0.73], [-2.88, 1.68, -0.65], [-2.71, -1.40, 0.36], [-0.13, -1.62, -0.97], [2.19, 2.00, 0.53], [3.49, 1.70, 1.32], [4.69, 2.83, 0.56], [5.04, 3.90, 1.59], [3.78, 4.12, 2.42], [3.32, 2.72, 2.80], [4.13, 3.24, -0.29], [5.53, 2.26, 0.19], [5.38, 4.81, 1.09], [5.85, 3.55, 2.23], [3.01, 4.62, 1.84], [3.97, 4.72, 3.31], [2.28, 2.62, 3.12], [3.96, 2.26, 3.56], [1.59, -0.45, -1.26], [2.77, -0.52, -1.62], [3.16, -0.90, -3.01], [3.53, -2.40, -3.00], [4.50, -2.87, -1.89], [3.89, -2.89, -0.47], [3.88, -1.53, 0.25], [3.80, -0.42, -0.73], [4.04, -0.31, -3.30], [2.36, -0.69, -3.72], [3.96, -2.64, -3.97], [2.61, -2.99, -2.92], [5.43, -2.29, -1.92], [4.79, -3.89, -2.14], [4.43, -3.60, 0.15], [2.87, -3.28, -0.56], [4.79, -1.37, 0.81], [3.05, -1.44, 0.95], [4.68, -0.37, -1.23], [-1.11, -0.93, -3.46], [-1.98, -2.19, -2.42], [-3.74, -1.75, -2.03], [-1.74, -3.90, -3.06], [-1.03, -2.06, -0.73], [-0.74, -3.36, -0.08], [0.55, -3.59, 0.36], [0.83, -4.78, 1.02], [-0.19, -5.70, 1.25], [-1.49, -5.43, 0.82], [-1.77, -4.25, 0.15], [-1.65, -0.80, -4.40], [-0.10, -1.27, -3.71], [-1.04, 0.04, -2.97], [-4.31, -1.85, -2.96], [-3.86, -0.72, -1.69], [-4.20, -2.43, -1.31], [-1.92, -3.88, -4.14], [-2.44, -4.62, -2.62], [-0.73, -4.27, -2.89], [1.31, -2.83, 0.23], [1.83, -4.98, 1.37], [0.02, -6.62, 1.77], [-2.28, -6.14, 1.02], [-2.78, -4.03, -0.16]],
  "e_tot_ev": -62946.9467,
  "relative_energy_ev": 0.6705,
  "orbital_gap_ev": 8.0883,
  "homo_ev": -13.164,
  "charge": 2
}

(3)
{
  "formula": "C4H11N6O4",
  "method": "wB97M-V/def2-TZVPD",
  "symbols": ["H", "N", "N", "C", "C", "C", "C", "N", "O", "O", "N", "N", "N", "O", "O", "H", "H", "H", "H", "H", "H", "H", "H", "H", "H"],
  "coordinates": [[2.17, -1.32, 0.85], [1.51, -0.97, 0.20], [0.55, -0.57, 0.80], [0.23, -0.45, 2.21], [-1.28, -0.69, 2.23], [-1.69, 0.23, 1.08], [-0.49, 0.13, 0.12], [0.04, 1.35, -0.57], [-0.06, 2.53, 0.11], [1.20, 1.18, -1.34], [0.70, 0.39, -2.45], [1.64, -0.47, -2.79], [-0.86, -0.88, -1.18], [-0.47, -2.03, -1.14], [-1.73, -0.43, -1.89], [0.43, 0.62, 2.56], [0.95, -1.08, 2.85], [-1.68, -0.39, 3.34], [-1.54, -1.73, 2.06], [-2.63, -0.09, 0.63], [-1.95, 1.30, 1.33], [0.40, 3.21, -0.41], [0.39, 1.02, -3.20], [1.88, -0.89, -1.90], [2.26, 0.01, -3.52]],
  "e_tot_ev": -21437.9710,
  "relative_energy_ev": 2.3378,
  "orbital_gap_ev": [6.6523, 6.6466],
  "homo_ev": [-12.351, -12.350],
  "charge": 1
}